93
Properties=species:S:1:pos:R:3:forces:R:3 method="wB97M-V/def2-TZVPD" gap_ev=6.629 homo_energy_ev=-2.848 de_lowest_kcal_mol=25.3 total_energy_ha=-3197.71530 charge=-2 mol_weight_g_mol=666.595
O 10.8544 14.9815 -19.5578 0.1 0.5 1.2
V 10.5927 16.2176 -18.5674 -0.5 -0.1 -2.2
O 8.9924 16.1523 -18.3354 1.1 -0.1 0.3
O 9.0340 17.4113 -21.7991 -0.5 -0.1 0.4
C 10.2951 17.8686 -21.4676 1.2 0.7 -0.1
O 10.8014 17.4741 -20.3896 -0.5 -0.5 1.1
O 10.8319 18.6401 -22.2833 -0.5 -0.3 0.1
H 8.8015 17.9931 -22.5306 0.0 -0.1 -0.2
O 9.4071 20.1541 -17.1896 0.0 -0.1 0.1
C 10.5618 19.4830 -17.5938 1.1 -1.2 0.0
O 10.5278 18.2164 -17.3276 -0.5 0.1 -0.2
O 11.4658 20.1212 -18.0803 -0.1 0.6 -0.1
H 8.9524 19.4294 -16.7512 -0.3 0.1 0.0
O 13.7548 15.3215 -16.8488 0.5 -0.4 0.2
C 13.8001 16.4486 -17.6794 0.1 1.5 -1.7
O 12.7605 16.7001 -18.3279 -0.6 -0.7 0.8
O 14.8820 17.0410 -17.7415 0.0 -0.6 0.5
H 14.6857 15.2170 -16.6178 0.0 0.0 0.2
C 12.3860 7.5910 -21.5416 0.2 0.3 -0.8
O 12.9167 8.5996 -20.7391 -0.4 0.4 0.4
C 13.5941 8.1266 -19.5774 0.3 -0.1 -1.0
C 13.8397 9.2712 -18.6360 0.0 0.5 -0.7
N 14.9171 10.1119 -19.1498 -0.1 1.0 -0.1
C 14.9140 11.4533 -18.5057 -0.2 -0.3 0.0
C 14.0213 12.4581 -19.2291 -0.1 -0.5 0.3
O 14.3481 12.3783 -20.5999 0.4 0.5 -0.3
C 13.5490 13.2639 -21.3743 -0.3 0.6 0.1
H 13.1299 6.8204 -21.7944 -0.1 -0.1 0.3
H 12.1366 8.0673 -22.4933 -0.2 0.0 0.1
H 11.4696 7.1519 -21.1310 0.1 -0.2 0.2
H 14.5566 7.7872 -19.9877 0.1 -0.5 0.7
H 13.0115 7.3200 -19.1207 0.1 -0.1 0.1
H 14.1550 8.8958 -17.6632 -0.3 0.0 0.2
H 12.8990 9.8431 -18.6030 0.0 -0.2 0.5
H 14.7008 10.3783 -20.1119 0.1 -0.6 -0.1
H 15.9360 11.8340 -18.4965 0.0 0.0 0.2
H 14.5199 11.3413 -17.4904 0.4 0.1 0.1
H 14.1523 13.4623 -18.8114 0.1 0.1 -0.2
H 12.9616 12.2035 -19.0673 0.0 0.0 -0.2
H 14.0424 13.7094 -22.2424 0.5 -0.7 0.0
H 13.3038 14.1456 -20.7795 -0.5 -0.1 0.1
H 12.6571 12.7338 -21.7142 -0.2 0.2 0.1
C 11.5838 12.5415 -15.8828 -0.1 -0.1 -0.2
C 10.6988 13.3566 -16.8543 1.6 -0.5 0.2
C 9.2590 13.1630 -16.4953 -0.8 -0.3 -0.8
O 8.8824 11.8266 -16.8152 0.6 -0.1 -0.2
C 7.5198 11.6193 -16.6307 -0.5 -0.2 0.3
N 11.0926 14.7700 -16.7526 -1.3 0.4 -0.1
H 11.3729 12.8918 -14.8671 0.4 0.1 0.0
H 12.6252 12.6878 -16.1783 0.1 0.2 0.4
H 11.4277 11.4596 -15.8740 -0.4 0.1 -0.3
H 10.9787 13.0403 -17.8608 -0.7 0.0 -0.2
H 8.5959 13.8152 -17.0744 0.3 0.4 0.2
H 9.1285 13.3240 -15.4130 -0.1 0.2 0.0
H 7.2973 11.6071 -15.5538 -0.3 0.1 0.0
H 7.2302 10.6576 -17.0578 0.3 -0.1 0.1
H 6.8946 12.3630 -17.1339 0.2 0.1 0.2
H 12.1068 14.8538 -16.7089 -0.1 0.0 0.1
H 10.6943 15.0866 -15.8702 0.3 0.5 -0.1
C 5.9886 14.3806 -18.4431 -1.0 -0.1 0.1
C 6.0840 15.3826 -19.5634 0.0 1.4 0.1
C 5.6209 14.8670 -20.9126 0.1 -1.3 0.3
O 6.4576 13.8036 -21.3650 0.0 -0.1 -0.1
C 5.9833 12.4940 -21.1634 0.4 0.2 0.3
N 5.1710 16.5091 -19.2338 0.0 0.4 0.0
H 6.3323 13.3929 -18.7351 0.4 0.1 0.1
H 4.9348 14.2796 -18.1423 0.1 -0.2 -0.2
H 6.4698 14.7682 -17.5457 0.4 -0.2 -0.1
H 7.1074 15.7653 -19.5902 0.1 -0.3 -0.4
H 5.6095 15.5952 -21.7200 0.0 0.4 0.2
H 4.6063 14.4681 -20.7622 -0.1 0.2 -0.2
H 5.1810 12.4569 -20.4199 -0.2 0.0 -0.2
H 6.7996 11.8941 -20.7457 0.0 0.0 -0.2
H 5.6761 12.0562 -22.1191 -0.2 -0.1 0.1
H 5.4037 17.2981 -19.8354 -0.1 -0.2 -0.2
H 5.3939 16.9001 -18.3199 0.1 -0.3 0.0
C 3.1646 16.7114 -14.1239 0.4 0.7 0.4
C 3.7573 17.0495 -15.4963 -1.2 -0.6 -1.0
C 5.0381 17.8211 -15.4306 -0.1 0.9 1.6
O 5.4548 18.2158 -16.6861 0.5 -0.3 -0.9
C 6.8804 18.2155 -16.8430 0.1 -0.4 1.8
N 3.9542 15.8235 -16.3022 -0.6 -0.4 0.4
H 2.1916 17.1840 -13.9776 -0.2 -0.3 -0.2
H 3.7669 17.1755 -13.3335 0.2 -0.4 0.0
H 3.0933 15.6402 -13.9474 0.1 0.0 0.0
H 2.9788 17.6322 -16.0128 0.4 0.5 0.1
H 5.7843 17.2908 -14.8203 0.1 -0.5 -0.6
H 4.8817 18.7227 -14.8040 -0.2 0.0 -0.1
H 7.3135 18.7647 -15.9894 -0.1 0.7 -0.5
H 7.1489 18.5961 -17.8171 0.1 0.0 0.0
H 7.3244 17.2367 -16.6199 -0.3 -0.3 -0.9
H 4.0078 16.0169 -17.3016 0.3 0.4 0.2
H 3.0803 15.3007 -16.2486 0.2 -0.1 0.2